C3H4N2O2S2 as an isolated structure at a distorted geometry. Source: the OMol25 dataset; level of theory: wB97M-V/def2-TZVPD.

Properties
Orbital gap (alpha / beta), eV: 7.12 / 6.85
Relative energy (zero: lowest compared OMol25 entry of this formula, charge and spin), eV: 3.723
Total charge: 0
Electronic energy, eV: -31912.5907
2S+1: 3

```
13
C3H4N2O2S2 wB97M-V/def2-TZVPD
C -1.66 -0.81 -0.21
C -0.17 0.49 -0.38
C 1.06 -0.24 0.08
N 1.27 -0.16 1.45
N -0.56 1.64 -1.00
O -1.71 1.96 -1.25
O 0.41 2.38 -1.15
S -1.29 -2.39 -0.27
S 0.76 -2.08 -0.65
H -2.79 -0.49 -0.14
H 2.02 -0.06 -0.50
H 2.17 0.00 1.98
H 0.49 -0.24 2.03
```